w.
BrH2NOS | ωB97M-V/def2-TZVPD

The geometry in ORCA input format:
```
! wB97M-V def2-TZVPD RIJCOSX def2/J DEFGRID3
* xyz 0 1
N -0.970 -1.263 -0.452
H -0.481 -2.159 -0.399
S -0.387 1.034 -0.399
H -0.096 0.950 1.089
O -1.758 1.364 -0.632
Br 0.659 3.165 -0.596
*
```

Computed properties:
orbital gap (spin up / spin down): 7.24 / 7.70 eV
HOMO level (spin up / spin down): -10.039 / -9.878 eV

Partial charges, Löwdin, in e:
1 N 0.0858
2 H -0.0397
3 S 0.4336
4 H 0.0033
5 O -0.6114
6 Br 0.1284



x.
BrH2NOS | ωB97M-V/def2-TZVPD

The geometry in ORCA input format:
```
! wB97M-V def2-TZVPD RIJCOSX def2/J DEFGRID3
* xyz 0 1
H 1.071 0.463 -1.304
O -0.908 0.506 2.016
S -0.949 -0.429 0.932
N 1.492 0.087 -0.452
H 1.714 -0.887 -0.658
Br -2.420 0.261 -0.533
*
```

Computed properties:
orbital gap: 6.37 eV
HOMO level: -8.843 eV

Partial charges, Löwdin, in e:
1 H -0.0616
2 O -0.5894
3 S 0.4793
4 N -0.0208
5 H -0.0644
6 Br 0.2569



Among the structures above, stability is smallest for w.